--- A ---
Molecular formula: C3H3O2P
Method: DFT, ωB97M-V/def2-TZVPD

XYZ file:
```
9
C3H3O2P (ωB97M-V/def2-TZVPD)
C -1.114 0.513 -0.626
C 2.080 -0.658 -0.015
C -0.918 -0.031 0.587
O 2.214 -0.452 1.095
O 1.931 -0.820 -1.126
P -1.290 2.271 -0.589
H -0.975 -0.203 -1.492
H -0.989 -1.087 0.570
H -0.939 0.467 1.598
```

## Properties
HOMO-LUMO gap (alpha / beta)	6.86 / 7.07	eV
LUMO energy (alpha / beta)	-1.054 / -1.220	eV
HOMO (alpha / beta)	-7.911 / -8.292	eV

The computed natural (NBO) charges, all in e, follow: C -0.66; C 1.03; C -0.36; O -0.51; O -0.51; P 0.37; H 0.24; H 0.19; H 0.21

***

--- B ---
Molecular formula: C3H3O2P
Method: DFT, ωB97M-V/def2-TZVPD

XYZ file:
```
9
C3H3O2P (ωB97M-V/def2-TZVPD)
C -1.622 1.261 0.118
C -1.624 2.442 -0.163
C 1.442 -0.267 0.050
O -2.484 -1.476 -0.294
O 0.317 -1.155 -0.044
P -1.501 -0.543 0.196
H 1.311 0.770 -0.275
H 2.220 -0.673 -0.676
H 1.942 -0.359 1.088
```

## Properties
HOMO-LUMO gap (alpha / beta)	7.17 / 7.17	eV
LUMO energy (alpha / beta)	-3.254 / -3.255	eV
HOMO (alpha / beta)	-10.427 / -10.425	eV

The computed natural (NBO) charges, all in e, follow: C -0.95; C 0.12; C -0.28; O -0.89; O -0.70; P 2.08; H 0.21; H 0.21; H 0.19

***

Q: Which of them is the most stable? A: A.

***

--- A ---
Molecular formula: C2H5N4
Method: DFT, ωB97M-V/def2-TZVPD

XYZ file:
```
11
C2H5N4 (ωB97M-V/def2-TZVPD)
C 1.394 0.354 -0.273
C -1.219 0.419 0.143
N 2.113 -0.556 0.274
N -0.291 -1.284 -0.337
N 0.084 -0.011 -0.425
N -1.473 -0.913 0.029
H 1.644 1.363 -0.746
H -1.080 0.831 1.233
H -1.727 1.273 -0.443
H 3.009 -0.238 0.470
H -2.453 -1.238 0.076
```

## Properties
HOMO-LUMO gap	9.49	eV
LUMO energy	-5.948	eV
HOMO	-15.441	eV
net charge	+1

The computed natural (NBO) charges, all in e, follow: C 0.20; C -0.09; N -0.51; N 0.25; N -0.18; N -0.31; H 0.23; H 0.29; H 0.29; H 0.37; H 0.47

***

--- B ---
Molecular formula: C2H5N4
Method: DFT, ωB97M-V/def2-TZVPD

XYZ file:
```
11
C2H5N4 (ωB97M-V/def2-TZVPD)
C -0.710 0.351 1.603
C -0.824 0.926 4.107
N -0.662 0.151 0.434
N -0.793 0.703 2.877
N -0.980 1.167 5.218
N 0.169 -0.371 -2.005
H -0.508 1.317 6.010
H -0.708 -0.519 -2.690
H -0.350 -0.112 -1.090
H 0.808 -1.170 -1.875
H 0.863 0.475 -2.072
```

## Properties
HOMO-LUMO gap	10.59	eV
LUMO energy	-3.484	eV
HOMO	-14.076	eV
net charge	+1

The computed natural (NBO) charges, all in e, follow: C 0.63; C 0.78; N -0.56; N -0.62; N -0.56; N -0.96; H 0.44; H 0.48; H 0.47; H 0.45; H 0.46

***

Q: Which of them is the most stable? A: B.

***

--- A ---
Molecular formula: C2H5N4
Method: DFT, ωB97M-V/def2-TZVPD

XYZ file:
```
11
C2H5N4 (ωB97M-V/def2-TZVPD)
C 0.149 2.568 0.045
C 0.193 -0.977 0.022
N 0.533 3.424 -0.556
N -0.217 -2.008 -0.659
N -0.065 1.232 0.966
N -0.401 0.184 0.158
H 1.056 -1.076 0.609
H 0.145 -2.996 -0.560
H -0.952 -2.117 -1.217
H 0.884 1.253 1.324
H -1.325 0.514 -0.132
```

## Properties
HOMO-LUMO gap	10.75	eV
LUMO energy	-4.556	eV
HOMO	-15.303	eV
net charge	+1
SMILES	N#CN/[NH+]=C/N

The computed natural (NBO) charges, all in e, follow: C 0.32; C 0.38; N -0.24; N -0.69; N -0.39; N -0.35; H 0.23; H 0.45; H 0.42; H 0.41; H 0.45

***

--- B ---
Molecular formula: C2H5N4
Method: DFT, ωB97M-V/def2-TZVPD

XYZ file:
```
11
C2H5N4 (ωB97M-V/def2-TZVPD)
C 0.138 0.499 -0.786
C -0.091 0.046 0.465
N -1.768 -0.484 -0.896
N -1.385 -0.616 0.226
N 0.929 0.561 -1.766
N 0.501 0.168 1.679
H -1.832 -1.168 1.025
H 0.832 1.209 -2.536
H 1.666 -0.147 -1.926
H -0.156 0.369 2.476
H 1.165 -0.436 2.038
```

## Properties
HOMO-LUMO gap	8.78	eV
LUMO energy	-5.197	eV
HOMO	-13.973	eV
net charge	+1

The computed natural (NBO) charges, all in e, follow: C 0.40; C 0.23; N -0.04; N -0.23; N -0.67; N -0.79; H 0.39; H 0.44; H 0.44; H 0.41; H 0.42

***

Q: Which of them is the most stable? A: A.

***

--- A ---
Molecular formula: C6H11OP
Method: DFT, ωB97M-V/def2-TZVPD

XYZ file:
```
19
C6H11OP (ωB97M-V/def2-TZVPD)
C 3.373 1.012 -0.509
C 2.041 0.993 -0.383
C -2.495 -0.268 0.296
C -1.219 0.417 -0.344
C -2.128 -1.118 1.422
C -0.045 -0.487 -0.681
O 1.929 -1.454 1.173
P 1.194 -0.217 0.713
H 3.995 1.486 -1.226
H 3.942 0.451 0.224
H 1.272 1.592 -0.777
H -3.297 0.424 0.490
H -2.884 -0.791 -0.584
H -1.336 1.042 -1.278
H -0.767 1.210 0.340
H -2.187 -2.148 1.413
H -1.625 -0.575 2.177
H -0.161 -1.554 -0.845
H 0.398 -0.017 -1.619
```

## Properties
HOMO-LUMO gap (alpha / beta)	6.97 / 8.55	eV
LUMO energy (alpha / beta)	-1.429 / 0.102	eV
HOMO (alpha / beta)	-8.403 / -8.444	eV

The computed natural (NBO) charges, all in e, follow: C -0.34; C -0.55; C -0.49; C -0.40; C -0.27; C -0.76; O -0.96; P 1.48; H 0.20; H 0.21; H 0.21; H 0.23; H 0.21; H 0.21; H 0.18; H 0.18; H 0.17; H 0.25; H 0.24

***

--- B ---
Molecular formula: C6H11OP
Method: DFT, ωB97M-V/def2-TZVPD

XYZ file:
```
19
C6H11OP (ωB97M-V/def2-TZVPD)
C -0.146 -0.841 -1.713
C 0.469 -0.277 -0.666
C -1.445 1.068 -0.330
C -0.208 0.610 0.347
C 1.980 -0.329 -0.467
C -0.272 -0.121 1.728
O -2.264 0.199 -3.265
P -1.891 -0.316 -1.974
H 0.424 -1.334 -2.392
H -2.432 1.072 0.242
H -1.355 2.079 -0.836
H 0.498 1.404 0.421
H 2.262 0.599 -0.034
H 2.409 -0.351 -1.396
H 2.305 -1.061 0.282
H -0.548 0.645 2.380
H 0.782 -0.394 1.880
H -0.951 -1.034 1.413
H -2.887 -1.046 -1.230
```

## Properties
HOMO-LUMO gap	9.85	eV
LUMO energy	0.823	eV
HOMO	-9.031	eV
SMILES	CC1=C[P@H](=O)C[C@H]1C

The computed natural (NBO) charges, all in e, follow: C -0.61; C 0.16; C -0.66; C -0.31; C -0.66; C -0.59; O -1.06; P 1.64; H 0.22; H 0.21; H 0.23; H 0.20; H 0.21; H 0.22; H 0.23; H 0.22; H 0.21; H 0.22; H -0.09

***

Q: Which of them is the most stable? A: B.